This record from the OMol25 dataset describes Ag2Cl as an isolated structure. The level of theory is wB97M-V/def2-TZVPD.

Last column: Löwdin charge in e.
Positions of all 3 atoms, in Å:
Ag 1.025 0.585 -1.517  0.628
Ag -0.033 -0.076 1.910  0.619
Cl -0.992 -0.510 -0.393  -0.247

M ... 251.19 g/mol
Total charge ... +1
HOMO ... -15.0 eV
DFT total energy ... -753.847012 Ha
Energy above the lowest of the compared OMol25 structures with the same formula, charge and spin ... 0.0 kcal per mole
HOMO-LUMO gap ... 9.0 eV

---

This record from the OMol25 dataset describes AgIV as an isolated structure. The level of theory is wB97M-V/def2-TZVPD.

Last column: Löwdin charge in e.
Positions of all 3 atoms, in Å:
I -7.989 8.348 16.555  0.784
Ag -9.973 10.387 15.801  0.814
V -6.887 5.786 17.274  1.402

Spin multiplicity ... 5
M ... 285.72 g/mol
Total charge ... +3
HOMO (alpha / beta) ... -24.8 / -24.6 eV
DFT total energy ... -1387.238700 Ha
<S²> ... 6.007
HOMO-LUMO gap (alpha / beta) ... 7.8 / 6.7 eV

---

This record from the OMol25 dataset describes Al2I2 as an isolated structure. The level of theory is wB97M-V/def2-TZVPD.

Last column: Löwdin charge in e.
Positions of all 4 atoms, in Å:
I -0.958 -0.036 -0.333  0.582
I 3.504 -1.908 0.183  0.983
Al -1.343 1.971 -3.435  1.258
Al -1.203 -0.028 3.585  1.177

M ... 307.77 g/mol
Total charge ... +4
HOMO ... -25.1 eV
DFT total energy ... -1078.155633 Ha
Energy above the lowest of the compared OMol25 structures with the same formula, charge and spin ... 0.0 kcal per mole
HOMO-LUMO gap ... 4.1 eV

---

This record from the OMol25 dataset describes AlB4H16 as an isolated structure. The level of theory is wB97M-V/def2-TZVPD.

Last column: Löwdin charge in e.
Positions of all 21 atoms, in Å:
Al 0.756 -1.537 0.697  0.899
B 1.818 1.273 1.658  -0.315
B -1.545 -2.579 -0.858  -0.527
B -1.266 0.966 0.771  -0.294
B 0.805 0.614 -1.747  -0.324
H 1.458 0.361 -0.762  -0.075
H 1.849 0.391 2.447  -0.029
H -1.252 -3.063 0.204  -0.099
H 1.371 0.178 -2.684  -0.024
H 0.697 1.785 -1.773  0.002
H -1.978 -1.502 -0.587  -0.064
H -0.113 0.970 0.244  0.016
H -1.075 1.776 1.614  -0.002
H -0.556 -2.426 -1.507  -0.071
H -1.551 -0.133 1.097  -0.023
H -0.279 0.067 -1.507  0.072
H -2.357 -3.234 -1.410  -0.059
H 2.869 1.769 1.471  -0.017
H 1.258 0.809 0.606  -0.039
H 1.109 2.127 2.054  -0.023
H -2.016 1.386 -0.028  -0.006

M ... 86.36 g/mol
Total charge ... -1
HOMO ... -5.7 eV
DFT total energy ... -351.037876 Ha
Energy above the lowest of the compared OMol25 structures with the same formula, charge and spin ... 0.0 kcal per mole
HOMO-LUMO gap ... 4.8 eV

---

This record from the OMol25 dataset describes AlBH28O12 as an isolated structure. The level of theory is wB97M-V/def2-TZVPD.

Last column: Löwdin charge in e.
Positions of all 42 atoms, in Å:
Al -30.845 -13.916 -0.763  1.353
O -36.251 -12.451 -2.989  -0.022
O -30.053 -13.273 -5.841  -0.033
O -33.731 -11.418 -4.198  -0.047
O -34.180 -13.284 -6.367  -0.020
O -30.264 -11.525 -3.080  -0.060
O -31.485 -16.871 -0.988  -0.088
O -32.754 -16.995 -4.807  0.018
O -35.064 -15.564 -5.347  0.167
O -32.793 -11.657 -0.838  -0.072
O -29.548 -15.168 -3.186  -0.087
O -33.656 -14.535 -0.216  -0.095
O -35.389 -15.087 -2.653  0.072
B -32.601 -14.226 -3.377  -0.298
H -32.924 -10.748 -1.145  0.084
H -30.194 -10.563 -3.127  0.067
H -33.625 -14.650 -3.778  0.071
H -34.592 -15.305 -4.545  -0.027
H -30.829 -13.746 -5.528  -0.023
H -34.262 -12.349 -6.149  0.053
H -36.156 -14.550 -2.371  0.100
H -32.792 -16.564 -5.672  0.068
H -35.382 -12.312 -3.382  -0.002
H -33.240 -10.854 -4.810  0.084
H -33.440 -13.593 -5.837  0.003
H -31.935 -13.918 -4.255  0.008
H -33.600 -11.871 -0.352  0.059
H -31.024 -17.331 -0.273  0.070
H -33.019 -13.454 -2.592  0.060
H -33.144 -12.169 -4.018  -0.022
H -32.074 -15.072 -2.804  -0.032
H -30.295 -12.956 -6.722  0.069
H -28.634 -15.485 -3.158  0.082
H -35.362 -14.720 -5.747  0.092
H -34.102 -15.345 -0.502  0.065
H -30.058 -11.830 -3.975  0.026
H -34.632 -14.487 -2.563  -0.016
H -32.596 -16.284 -4.166  -0.020
H -34.212 -14.187 0.495  0.084
H -31.878 -17.577 -1.518  0.073
H -36.872 -12.037 -3.603  0.081
H -29.955 -15.659 -3.912  0.056

M ... 258.01 g/mol
Total charge ... +2
HOMO ... -17.3 eV
DFT total energy ... -1186.004591 Ha
Energy above the lowest of the compared OMol25 structures with the same formula, charge and spin ... 34.8 kcal per mole
HOMO-LUMO gap ... 3.4 eV

---

This record from the OMol25 dataset describes AlCu2F2 as an isolated structure. The level of theory is wB97M-V/def2-TZVPD.

Last column: Löwdin charge in e.
Positions of all 5 atoms, in Å:
Cu 1.679 0.875 0.871  0.947
Cu -1.789 -0.155 -0.192  0.938
Al 0.948 -1.022 -0.087  1.568
F -0.583 0.083 1.499  -0.274
F -0.256 0.220 -2.091  -0.179

M ... 192.07 g/mol
Total charge ... +3
HOMO ... -26.8 eV
DFT total energy ... -3721.431004 Ha
HOMO-LUMO gap ... 5.0 eV